# 1
C38H27BrCl5N7Ru as an isolated structure in a non-equilibrium geometry, computed with wB97M-V/def2-TZVPD.

The LUMO energy (alpha / beta) comes out at -3.74 / -3.97 eV. For the HOMO energy (alpha / beta), the calculation gives -0.366 / -0.381 Ha. As for the expectation value of S²: 0.761. For the molecular weight, the calculation gives 939.92 g/mol. The value obtained for the energy above the lowest of the compared OMol25 structures with the same formula, charge and spin is 12.7 kcal/mol.

The geometry in ORCA input format:
```
! RIJCOSX wB97M-V def2-TZVPD def2/J DEFGRID3
* xyz 1 2
C 3.098 0.961 -2.148
H -3.518 3.185 -1.660
C -0.259 -1.923 1.727
C -1.167 4.015 -1.002
N 1.295 -1.670 -0.114
C 2.090 0.212 -2.934
H -5.350 -0.370 -0.201
H 1.716 -1.821 -4.537
H 0.318 -3.545 2.996
C 4.232 1.452 -2.757
C -2.209 1.795 -0.701
H 0.298 -3.522 -5.564
H 6.013 2.631 -2.468
C -1.673 -0.976 3.885
C -0.946 -0.734 1.589
H -0.192 -2.472 6.002
Ru 0.975 0.464 -0.204
C 0.711 -1.957 -4.158
C 2.722 0.076 3.837
C 5.119 2.225 -2.014
C 0.231 -1.206 -3.092
C 0.604 -3.743 0.289
Cl 2.358 1.158 6.286
H 2.688 -2.121 -1.599
H -2.064 4.552 -0.748
C -2.075 0.566 -0.054
C -3.455 2.241 -1.133
C 1.128 1.851 3.981
Cl 3.505 -1.111 1.584
C -0.934 -2.913 5.333
C -0.079 -2.935 -4.739
H 1.873 3.244 -1.810
N 0.128 2.226 -1.231
H 2.305 0.062 -3.992
C -1.046 -1.444 -2.617
H -2.203 0.659 2.610
C -1.844 -2.426 -3.183
C 1.945 -2.499 -0.917
C 1.479 0.723 1.809
Cl 0.334 3.065 4.905
Br -2.410 -4.527 -4.998
C -4.479 0.260 -0.333
H -1.418 -0.853 -1.793
N -0.858 0.037 0.403
H -6.154 1.774 -2.415
C -0.262 -2.632 2.924
H -2.227 -0.582 4.729
C 2.043 1.012 4.603
C -5.952 2.037 -1.374
C 1.543 -3.821 -0.709
H 5.468 3.085 -0.076
C 0.072 4.473 -1.386
H -5.997 3.123 -1.293
N -1.106 2.677 -0.919
Cl -0.279 2.808 1.939
H -0.670 -3.960 5.192
C -0.967 -2.173 4.024
C 2.461 -0.028 2.466
C 3.686 1.902 -0.132
H -3.162 -1.181 0.521
C 4.825 2.469 -0.689
Cl 3.886 -0.943 4.590
C 0.841 3.322 -1.512
C -3.246 -0.194 0.083
N 0.477 -2.445 0.629
H -6.752 1.616 -0.767
H -2.837 -2.612 -2.799
C -1.664 -0.277 2.695
N 1.025 -0.226 -2.402
H 3.439 2.039 0.912
C -4.613 1.512 -0.933
H 0.012 -4.504 0.769
H -1.899 -2.863 5.837
H 4.409 1.238 -3.803
N 2.845 1.149 -0.838
H 1.881 -4.703 -1.225
H 0.374 5.492 -1.551
C -1.353 -3.170 -4.241
C 0.867 1.694 2.620
*
```

# 2
C38H27BrN6O3SV as an isolated structure, computed with wB97M-V/def2-TZVPD.

The LUMO energy (alpha / beta) comes out at -0.35 / -0.34 eV. For the HOMO energy (alpha / beta), the calculation gives -0.193 / -0.301 Ha. As for the expectation value of S²: 3.814. For the molecular weight, the calculation gives 778.59 g/mol. The value obtained for the energy above the lowest of the compared OMol25 structures with the same formula, charge and spin is 0.0 kcal/mol.

The geometry in ORCA input format:
```
! RIJCOSX wB97M-V def2-TZVPD def2/J DEFGRID3
* xyz 0 4
H -3.626 1.001 0.280
C 0.239 2.267 2.507
C 1.205 -2.595 2.694
N 1.700 -0.043 -1.411
C 2.368 1.624 1.879
H -0.450 -1.223 2.370
C -2.332 0.528 -1.969
C 2.117 3.009 3.795
C -3.072 -4.559 2.159
H 2.973 1.060 1.177
C -1.951 -3.698 0.266
H -1.897 -5.781 0.828
C 2.400 -3.055 2.202
H 3.306 0.539 -4.281
H 4.021 2.295 3.058
C 0.512 4.408 -3.006
H 1.306 1.225 -2.981
H 0.811 -2.975 3.628
C 1.987 0.475 -2.599
S -2.434 2.856 3.124
C 2.949 2.311 2.928
C -2.263 -4.791 1.050
C 2.526 -0.972 -0.896
C 4.097 -2.918 0.385
C -0.861 2.604 -2.137
C 3.996 -0.817 -2.778
O 6.238 -2.340 -2.368
H -3.950 -5.326 3.669
H -0.682 -0.678 -2.159
Br -0.825 -3.946 -1.248
C -4.541 2.014 -2.739
C -3.513 -3.261 2.416
N -2.360 -2.462 0.484
C 0.486 -1.621 1.999
H 0.080 3.516 4.249
H 1.989 2.959 -0.355
N 5.765 -2.836 -1.331
H -4.137 -3.039 3.272
C -3.572 -0.080 -2.139
C -3.600 2.189 2.059
C 0.105 2.316 -1.159
C 3.726 -1.396 -1.520
C -4.682 0.652 -2.523
H -3.217 3.677 -2.753
C 2.900 -2.532 0.979
C 0.752 2.987 3.587
N 1.054 1.609 1.663
H 2.531 3.560 4.629
H 4.887 -1.104 -3.307
C 3.116 0.097 -3.313
H 2.971 -3.805 2.731
C 2.092 -1.550 0.348
C -1.164 2.135 2.194
H -4.649 2.383 2.220
H 4.724 -3.659 0.856
H 0.672 5.189 -3.738
H -3.436 -1.228 1.722
C -3.028 1.464 1.055
O 6.393 -3.663 -0.657
C 4.527 -2.376 -0.832
N 0.926 -1.124 0.834
H -1.689 -1.065 -0.926
C -2.158 1.890 -2.230
H -5.642 0.167 -2.638
H 2.334 4.788 -1.928
N -1.267 -0.277 -1.429
H -3.659 -1.143 -1.942
H -5.397 2.618 -3.011
C 1.440 4.181 -1.999
C -3.130 -2.255 1.553
C 1.226 3.144 -1.103
H -1.341 3.807 -3.861
V 0.002 0.605 0.041
C -0.628 3.628 -3.064
O -3.389 -5.608 2.938
C -3.301 2.609 -2.602
C -1.603 1.413 1.106
*
```

# 3
C38H27Cl5IN8O4Pr as an isolated structure, computed with wB97M-V/def2-TZVPD.

The LUMO energy (alpha / beta) comes out at 0.30 / 0.30 eV. For the HOMO energy (alpha / beta), the calculation gives -0.266 / -0.266 Ha. As for the expectation value of S²: 2.002. For the molecular weight, the calculation gives 1104.76 g/mol. The value obtained for the energy above the lowest of the compared OMol25 structures with the same formula, charge and spin is 0.0 kcal/mol.

The geometry in ORCA input format:
```
! RIJCOSX wB97M-V def2-TZVPD def2/J DEFGRID3
* xyz 0 3
C 2.912 -1.539 -0.240
N 0.644 2.687 0.702
C -1.815 3.450 -3.107
H -4.368 1.761 -1.655
C 0.018 -0.846 -2.109
C 1.115 -3.969 3.488
Cl -5.494 2.831 5.001
C 4.347 -2.562 -1.905
H 0.637 -4.840 5.390
C 3.686 -0.274 -2.137
O 2.034 1.973 -2.416
H 2.253 -2.944 -4.744
H -2.806 -0.128 -2.042
O -0.200 1.102 3.097
C 0.806 -1.827 -2.735
Cl -0.295 1.811 6.003
H 3.614 -3.560 -0.183
C -3.739 2.021 3.107
H -2.508 -1.419 3.229
C 1.136 -2.785 2.772
H -1.018 0.839 -5.495
C 1.546 4.260 -0.849
C -3.923 2.330 4.439
O 1.466 -3.804 0.666
H 2.387 -1.408 -5.597
C 0.660 -3.937 4.794
H 1.448 -4.880 3.006
C 3.631 -2.629 -0.725
H -0.370 3.442 2.327
H 2.092 4.413 -1.771
O -0.320 -0.691 -0.891
C 0.225 -2.730 5.325
C -1.618 1.852 4.877
I -3.364 -4.681 3.825
C -2.864 2.255 5.327
C 0.902 -1.470 -4.057
C 1.631 -2.781 1.339
H 1.229 6.333 -0.395
H -0.080 -0.640 4.892
H -0.033 5.810 1.707
N 2.223 0.769 -0.420
C -2.544 0.880 -2.348
C 1.903 1.815 -1.197
H 3.714 0.642 -2.705
Pr 0.476 0.079 1.183
C -0.929 2.400 -3.304
N 0.171 -0.362 -4.274
C 0.363 5.025 1.077
H -1.523 4.453 -3.392
Cl -2.234 1.254 1.000
Cl 5.257 -1.214 -4.111
C 1.681 -2.112 -5.152
C -1.307 1.117 -2.931
C -1.841 -3.925 1.246
N 0.701 -1.628 3.271
C 1.061 5.308 -0.088
N -1.343 -2.823 0.670
N -0.406 0.012 -3.080
H 0.067 2.572 -3.689
N 2.195 -1.607 0.983
C -0.064 0.326 -5.534
H 1.026 -2.491 -5.938
C 2.942 -0.324 -0.955
H -4.558 2.087 2.401
C -3.411 1.942 -2.129
H 0.722 1.051 -5.743
H -3.732 4.055 -2.347
H -3.002 2.514 6.369
Cl 5.181 -3.980 -2.465
C -2.484 1.621 2.692
H -1.743 -4.902 0.801
C -2.435 -3.508 2.418
C 0.174 3.702 1.430
N -1.531 -1.718 1.403
H -0.791 -2.751 -0.168
C 4.376 -1.370 -2.614
C -3.052 3.227 -2.515
C -1.366 1.496 3.536
C 1.332 2.970 -0.406
H -0.101 -0.411 -6.332
H 1.326 -2.635 -2.236
C 0.258 -1.602 4.526
C -2.217 -2.125 2.464
H -0.142 -2.658 6.343
*
```